ORCA calculation (the ωB97M-V functional and the def2-TZVPD basis) on a 15-piece molecular cluster, C7H40O14 overall at a distorted geometry.

```
61
Properties=species:S:1:pos:R:3:forces:R:3:nbo_charge:R:1
C 0.7198 -3.5234 0.7372 0.559 -0.412 -0.954 -0.608
C 0.0349 -2.4588 -0.1477 0.270 -0.776 -1.044 -0.443
C -0.8709 -1.6303 0.6946 -2.248 -0.717 0.064 -0.028
C -2.1413 -2.0499 0.9489 2.475 0.112 -0.222 -0.374
C 0.9214 1.7755 1.1311 -0.450 -0.004 -1.545 -0.664
C 0.4438 0.4473 0.6114 -0.165 0.088 0.759 -0.227
C -0.4121 -0.3636 1.2483 0.323 0.407 -0.542 -0.229
H 1.4101 -4.1745 0.1669 -0.371 0.300 0.004 0.200
H 0.0216 -4.1744 1.2399 -0.516 -0.127 -0.012 0.205
H 1.3271 -3.0873 1.5030 0.311 0.555 0.467 0.228
H 0.8035 -1.8329 -0.6627 -0.531 -0.582 0.487 0.209
H -0.5727 -2.9509 -0.9659 0.687 0.439 0.871 0.219
H -2.5468 -2.9669 0.5978 -0.009 -0.713 -0.610 0.193
H -2.7929 -1.5314 1.5768 -0.738 0.956 0.918 0.199
H 1.9516 1.9497 0.8802 0.532 0.005 -0.253 0.231
H 0.3402 2.5872 0.6845 0.097 0.099 -0.146 0.215
H 0.8183 1.9011 2.1607 -0.188 0.009 1.686 0.207
H 0.8434 0.1624 -0.3554 -0.120 -0.099 0.101 0.219
H -0.8473 -0.0965 2.2036 0.057 0.113 -0.085 0.207
H 3.2741 -0.7670 2.7952 0.498 0.417 -0.040 0.502
H 2.6234 -0.7934 1.3500 0.411 -0.305 1.236 0.518
O 2.5497 -1.1432 2.2929 -0.865 -0.446 -1.084 -1.004
H 1.3714 -0.3510 3.1183 -0.124 0.500 0.542 0.531
H 0.9222 -0.4073 4.6028 -0.053 0.295 -0.071 0.490
O 0.9876 0.2303 3.8754 0.099 -1.071 -0.167 -1.033
H -3.4239 0.8049 0.8128 0.876 1.319 0.701 0.493
H -4.8351 0.5427 0.3040 0.113 -0.031 -0.004 0.477
O -3.9803 0.1302 0.4722 -1.642 -1.389 -0.542 -0.971
H 2.7827 -0.1610 -0.8195 0.776 0.426 0.918 0.513
H 4.1206 -0.4404 -0.2582 5.139 -2.702 -1.411 0.466
O 3.3880 -0.0271 -0.0062 -5.725 2.364 0.193 -0.980
H -1.5177 -0.8807 -2.7067 0.418 -0.340 -0.177 0.525
H -0.0060 -0.7962 -2.3584 0.523 0.210 0.633 0.486
O -0.5962 -1.0744 -3.0512 -1.537 -0.256 -0.447 -1.030
H -0.3426 1.3191 3.6671 0.576 -0.621 0.409 0.517
H -1.7138 1.4849 4.3901 0.055 -0.115 0.088 0.488
O -1.1778 1.7990 3.6593 -0.809 0.786 -0.339 -0.982
H -0.6616 3.9644 -3.3650 -0.128 -0.245 -0.028 0.476
H -1.3857 2.7515 -2.6223 0.855 0.898 -1.875 0.513
O -1.0214 3.0831 -3.5355 -0.852 -0.205 1.805 -0.988
H -1.8758 1.9115 2.1331 -0.741 0.407 -0.627 0.532
H -2.8095 2.9643 1.5096 -1.557 3.683 0.856 0.483
O -2.4680 2.1497 1.3398 2.334 -3.588 0.128 -0.992
H 0.0179 0.3246 -4.0574 -0.001 0.056 -0.043 0.494
H 0.0878 1.8759 -3.9777 0.321 -0.394 -0.120 0.505
O 0.6444 1.0663 -4.0978 0.014 0.513 -0.072 -1.023
H 2.6335 0.9451 3.8419 -1.597 -0.034 0.551 0.487
H 3.5528 1.5529 2.8006 0.138 -0.661 0.947 0.473
O 3.5436 0.9935 3.6142 2.031 1.104 -1.312 -0.965
H -0.7058 1.4809 -1.0846 0.708 -0.435 0.167 0.494
H -1.8527 2.0834 -0.2188 0.378 -0.165 -0.803 0.521
O -1.5278 1.9497 -1.1599 -0.885 0.797 0.607 -1.000
H 1.9676 -1.1608 -2.7187 0.207 -0.366 -0.178 0.516
H 1.6661 0.3636 -2.8281 -0.193 0.489 -0.602 0.525
O 1.8529 -0.3488 -2.1983 0.510 0.046 0.886 -1.034
H -2.5098 0.6239 -1.8347 0.431 1.359 0.178 0.486
H -3.2212 -0.4451 -1.0907 -0.274 -0.217 0.511 0.507
O -2.8902 -0.2287 -1.9645 -0.349 -1.412 -1.172 -0.987
H 0.6479 -2.1984 -3.6661 0.640 -0.253 -0.114 0.508
H 1.3813 -3.3860 -3.2009 -0.465 -3.739 1.875 0.468
O 1.5558 -2.6009 -3.6017 -0.226 3.665 -1.948 -0.962
```
Positions in Å, forces in eV/Å.

Computed properties:
LUMO level   0.0004 hartree
HOMO-LUMO gap   8.55 eV
HOMO energy   -8.5 eV
ΔE to the lowest compared entry with this formula, charge and spin   0.0 kJ/mol
Total charge   0
Electronic energy   -36573.99170 eV



ORCA calculation (the ωB97M-V functional and the def2-TZVPD basis) on C32H34BF2GeN4PSeV as an isolated structure.

```
77
Properties=species:S:1:pos:R:3:forces:R:3:lowdin_charge:R:1
V -0.4732 -0.3832 0.0260 0.216 0.572 -0.010 0.154
C -1.2564 2.3314 0.8645 0.055 -0.128 0.144 -0.161
C -1.3296 0.9929 1.3971 0.024 0.031 0.074 -0.258
C -0.1581 0.5271 2.0935 0.280 -0.214 -0.114 -0.199
C 0.8998 1.4401 2.4152 -0.230 0.020 -0.084 -0.147
C 0.9158 2.6961 1.9028 -0.005 0.011 -0.019 -0.143
C -0.1676 3.1207 1.0656 -0.040 0.108 -0.035 -0.120
H -2.1028 2.7195 0.3089 -0.006 -0.010 -0.036 0.096
H -2.2965 0.5252 1.5410 -0.053 0.104 0.176 0.085
H -0.2328 -0.3855 2.6735 0.058 -0.020 -0.013 0.098
H 1.6987 1.1029 3.0682 -0.013 -0.010 0.045 0.096
H 1.7271 3.3795 2.1236 -0.005 0.005 0.001 0.085
H -0.1463 4.1155 0.6346 0.008 -0.020 0.002 0.091
C 4.3024 -0.6421 -2.0835 0.025 0.094 0.085 -0.126
N 3.5770 -1.9588 -1.8452 -0.035 -0.044 -0.018 -0.066
C 4.2024 -2.6819 -0.6619 -0.027 0.096 0.120 -0.119
N 4.2592 -1.8443 0.4880 -0.035 -0.021 -0.007 -0.144
C 4.9500 -0.5996 0.1773 -0.034 -0.019 -0.028 -0.185
N 4.3209 0.1516 -0.9014 0.107 -0.077 -0.054 -0.144
C 2.9715 0.6284 -0.5153 0.012 0.095 0.037 -0.258
P 1.7358 -0.7147 -0.0726 -0.059 -0.090 -0.255 0.905
C 2.1143 -1.6934 -1.6150 -0.050 -0.137 0.128 -0.218
C 2.9211 -1.5996 1.0742 -0.065 0.087 0.073 -0.248
H 3.7749 -0.1418 -2.8951 -0.034 0.005 -0.004 0.126
H 5.3193 -0.9009 -2.3856 0.036 -0.001 -0.001 0.132
H 3.6747 -2.5396 -2.6778 0.002 0.017 -0.008 0.176
H 5.2074 -2.9763 -0.9719 0.025 0.016 -0.037 0.132
H 3.5853 -3.5578 -0.4672 -0.021 -0.020 -0.019 0.144
H 5.9774 -0.8364 -0.1140 0.034 0.008 -0.019 0.124
H 4.9717 0.0187 1.0734 -0.008 0.011 0.004 0.130
H 2.5468 1.2058 -1.3401 -0.004 0.006 -0.005 0.083
H 3.0836 1.3058 0.3337 -0.031 0.031 -0.013 0.082
H 1.7730 -1.1197 -2.4674 -0.068 0.022 -0.109 0.030
H 1.5898 -2.6427 -1.5782 0.030 -0.070 0.059 0.096
H 2.4834 -2.5408 1.4019 0.010 -0.025 -0.034 0.082
H 3.0551 -0.9766 1.9625 -0.018 -0.025 0.019 0.093
C -1.3480 -2.0072 0.1506 0.041 -0.322 0.152 -0.284
Ge -3.0625 -2.7249 0.0963 -0.168 0.119 -0.101 0.920
C -3.6593 -3.0208 -1.7581 0.019 -0.042 -0.137 -0.261
C -4.8966 -3.5959 -2.0591 0.089 0.047 -0.110 -0.119
C -5.3046 -3.7674 -3.3779 0.045 0.020 0.093 -0.110
C -4.4785 -3.3568 -4.4181 0.030 0.013 0.037 -0.116
C -3.2485 -2.7764 -4.1350 -0.012 -0.008 0.082 -0.094
C -2.8418 -2.6132 -2.8135 -0.172 -0.070 -0.011 -0.098
C -4.4741 -1.5503 0.8475 -0.071 0.031 0.034 -0.247
C -4.5510 -0.2461 0.3487 -0.052 -0.046 0.087 -0.122
C -5.5056 0.6507 0.8103 0.039 -0.050 -0.016 -0.096
C -6.4092 0.2585 1.7912 0.017 -0.035 0.001 -0.114
C -6.3554 -1.0332 2.2949 0.079 -0.050 -0.053 -0.106
C -5.3982 -1.9301 1.8227 -0.006 0.182 -0.129 -0.106
C -3.2154 -4.4587 1.0219 0.051 0.002 0.245 -0.247
C -3.3082 -5.6682 0.3350 -0.078 0.003 0.044 -0.102
C -3.3464 -6.8816 1.0154 0.007 0.061 0.007 -0.104
C -3.2887 -6.9052 2.4020 -0.001 0.024 -0.038 -0.116
C -3.1806 -5.7120 3.1052 0.001 0.088 -0.073 -0.100
C -3.1397 -4.5031 2.4199 0.034 -0.170 -0.157 -0.113
H -5.5528 -3.9115 -1.2530 -0.005 0.003 -0.007 0.100
H -6.2681 -4.2155 -3.5935 0.009 0.003 -0.005 0.090
H -4.7973 -3.4839 -5.4463 0.004 0.001 0.005 0.089
H -2.6037 -2.4427 -4.9399 -0.016 -0.003 -0.003 0.096
H -1.8877 -2.1500 -2.5858 0.019 0.002 0.005 0.069
H -3.8438 0.0721 -0.4134 -0.006 0.013 -0.005 0.097
H -5.5433 1.6565 0.4080 0.003 -0.006 0.002 0.096
H -7.1512 0.9572 2.1595 0.004 -0.004 -0.003 0.090
H -7.0597 -1.3479 3.0567 0.002 0.003 -0.004 0.091
H -5.3804 -2.9383 2.2164 0.014 -0.060 0.039 0.084
H -3.3539 -5.6635 -0.7492 0.002 -0.008 0.019 0.093
H -3.4177 -7.8097 0.4604 -0.002 -0.006 -0.004 0.092
H -3.3184 -7.8491 2.9331 0.001 -0.007 0.001 0.090
H -3.1180 -5.7233 4.1870 0.001 0.003 0.001 0.094
H -3.0234 -3.5809 2.9771 -0.008 0.034 0.031 0.105
Se -0.7615 1.0162 -2.1762 -0.113 -0.189 0.059 0.621
C 0.4795 0.5163 -3.4192 0.196 0.107 -0.138 -0.870
N 1.3000 0.2096 -4.1821 0.015 0.000 0.022 0.001
F 0.7239 -3.5522 0.0591 0.010 0.160 0.125 0.004
B -0.1042 -2.5939 0.7282 -0.084 -0.326 0.025 -0.953
F 0.1943 -2.7451 2.0984 -0.020 0.075 -0.167 0.049
```
Positions in Å, forces in eV/Å.

Computed properties:
LUMO level (alpha / beta)   0.0705 / 0.0705 hartree
HOMO-LUMO gap (alpha / beta)   4.75 / 4.75 eV
HOMO energy (alpha / beta)   -2.8 / -2.8 eV
ΔE to the lowest compared entry with this formula, charge and spin   0.0 kJ/mol
Total charge   -1
Electronic energy   -202647.20392 eV



ORCA calculation (the ωB97M-V functional and the def2-TZVPD basis) on one molecule with the formula C2H5N3O3 at a distorted geometry.

```
13
Properties=species:S:1:pos:R:3:forces:R:3:nbo_charge:R:1
C -0.4370 -0.0736 0.2466 0.856 4.129 -0.577 0.744
C 1.8489 -0.6738 -0.2185 1.517 0.407 0.108 -0.277
N -1.4096 0.8228 0.1591 -0.132 -2.383 1.416 -0.463
N -0.6824 -1.2184 0.9250 1.699 -1.022 0.991 -0.822
N -1.4691 1.8562 -0.7392 -0.190 -0.651 -0.546 0.628
O -0.9254 1.7168 -1.8129 0.358 0.378 -0.480 -0.402
O -2.2234 2.7529 -0.4313 0.443 0.191 0.121 -0.372
O 0.7714 0.2951 -0.2284 0.044 -1.396 0.685 -0.465
H 2.6560 -0.3234 -0.9467 -1.236 -0.028 1.168 0.217
H 1.4893 -1.5985 -0.6489 -0.111 -0.402 0.343 0.200
H 2.3356 -0.8082 0.8238 -1.030 0.221 -1.664 0.190
H -1.6438 -1.2366 1.0048 -2.581 -0.378 0.227 0.405
H -0.3104 -1.5114 1.8666 0.363 0.935 -1.793 0.419
```
Positions in Å, forces in eV/Å.

Computed properties:
SMILES   CO/C(N)=N\[N+](=O)[O-]
LUMO level   0.0063 hartree
HOMO-LUMO gap   10.12 eV
HOMO energy   -9.9 eV
ΔE to the lowest compared entry with this formula, charge and spin   412.9 kJ/mol
Total charge   0
Electronic energy   -12763.32139 eV



ORCA calculation (the ωB97M-V functional and the def2-TZVPD basis) on C4H5NO2 as an isolated structure.

```
12
Properties=species:S:1:pos:R:3:forces:R:3:nbo_charge:R:1
O -0.9866 1.2369 -0.2004 0.085 0.061 0.161 -0.443
C 0.0465 1.1535 0.5982 -0.015 0.169 0.030 0.172
C 1.0298 0.2385 0.0075 0.114 0.010 0.122 -0.003
C 0.1554 -0.8145 0.6987 0.069 -0.237 0.300 -0.402
N -1.0322 -1.0265 -0.1803 -0.075 0.190 -0.065 -0.574
C -0.7763 -0.0178 -1.0746 -0.220 -0.122 -0.288 0.406
O 0.6238 0.1308 -1.3290 -0.013 -0.013 -0.033 -0.489
H 0.0029 1.5620 1.6002 0.026 -0.061 -0.151 0.216
H 2.1041 0.2739 0.1520 -0.198 0.028 0.019 0.236
H 0.1058 -1.7573 -0.0534 0.156 -0.125 -0.031 0.415
H 0.1011 -1.0439 1.7570 -0.009 0.100 -0.197 0.254
H -1.3743 0.0642 -1.9758 0.082 0.001 0.134 0.211
```
Positions in Å, forces in eV/Å.

Computed properties:
LUMO level (alpha / beta)   0.0325 / 0.0325 hartree
HOMO-LUMO gap (alpha / beta)   8.77 / 8.77 eV
HOMO energy (alpha / beta)   -7.9 / -7.9 eV
ΔE to the lowest compared entry with this formula, charge and spin   533.6 kJ/mol
Total charge   0
Electronic energy   -9808.78490 eV